Computed, not measured: C6H10O as an isolated structure at a distorted geometry, with ωB97M-V/def2-TZVPD.

Geometry as XYZ:
```
17
Properties=species:S:1:pos:R:3:forces:R:3
C 2.45899 0.35025 0.27116 -2.05 -1.03 -1.11
C 0.74594 -0.37717 -0.23479 -0.04 0.97 1.15
C 0.11576 -1.21901 0.59506 0.23 0.30 0.04
C -1.35094 -0.86938 0.71282 -0.07 -0.18 -0.11
C -1.60930 0.00417 -0.52842 -0.05 -0.01 -0.07
C -0.21499 0.47719 -1.02459 -0.02 0.12 0.05
O 0.07236 1.82264 -0.70908 -0.48 0.50 0.19
H 2.32393 0.49478 1.36217 0.01 -1.13 -0.77
H 2.48664 1.35673 -0.16886 -0.25 -0.81 -0.55
H 2.14059 -0.58073 -0.47480 2.04 0.91 1.35
H 0.59031 -1.94844 1.24781 0.08 0.35 0.07
H -1.46603 -0.29450 1.65017 0.06 -0.21 -0.26
H -2.03238 -1.71928 0.79572 0.07 0.02 -0.09
H -2.11769 -0.59558 -1.28878 0.15 0.11 0.01
H -2.22849 0.88504 -0.33253 0.06 -0.19 -0.01
H -0.14764 0.40044 -2.11929 0.22 -0.06 0.35
H 0.23295 1.81285 0.24620 0.06 0.34 -0.24
```
Positions in Å, forces in eV/Å.

The value obtained for the lowest unoccupied orbital energy is 0.71 eV. Its highest occupied orbital energy is -8.31 eV. As for the largest force on an atom: 0.05073 Eh/bohr. Its energy above the lowest of the compared OMol25 structures with the same formula, charge and spin is 4.3594 eV. As for the charge: 0.

Computed, not measured: C6H10O in the gas phase at a distorted geometry, with ωB97M-V/def2-TZVPD.

Geometry as XYZ:
```
17
Properties=species:S:1:pos:R:3:forces:R:3
C 0.83321 1.18122 0.50300 -0.37 -0.18 -0.11
C 1.37035 -0.21983 0.41752 -0.92 0.26 -0.18
C -0.65543 1.16319 0.13885 0.51 -0.15 1.14
C -1.19100 -0.18796 -0.11610 0.88 0.87 0.66
C 2.09163 -0.68005 -0.78656 0.12 -0.07 0.02
C -2.44507 -0.89748 0.22791 -0.01 -0.20 -0.21
O -0.99479 0.69375 -1.14484 -0.27 -0.52 -1.30
H 0.92291 1.57866 1.51791 0.02 0.06 -0.05
H 1.37585 1.84203 -0.17632 0.03 0.15 0.02
H 1.36566 -0.82457 1.30693 0.08 -0.10 0.18
H -1.26945 2.00952 0.45193 0.01 -0.12 0.02
H 1.71579 -0.17794 -1.67728 -0.02 0.00 -0.09
H 1.99828 -1.75614 -0.92172 0.03 -0.07 -0.04
H 3.16512 -0.45713 -0.71053 0.03 0.02 -0.07
H -3.29275 -0.53929 -0.36131 0.01 0.09 0.00
H -2.65238 -0.76116 1.28769 -0.04 -0.02 0.03
H -2.33794 -1.96682 0.04291 -0.08 -0.03 -0.01
```
Positions in Å, forces in eV/Å.

The value obtained for the lowest unoccupied orbital energy (alpha / beta) is 0.75 / 1.08 eV. Its highest occupied orbital energy (alpha / beta) is -7.41 / -7.62 eV. As for the largest force on an atom: 0.02771 Eh/bohr. Its energy above the lowest of the compared OMol25 structures with the same formula, charge and spin is 4.1888 eV. As for the charge: 0.

Computed, not measured: C6H10O in the gas phase, with ωB97M-V/def2-TZVPD.

Geometry as XYZ:
```
17
Properties=species:S:1:pos:R:3:forces:R:3
C -1.45448 1.96320 0.46396 -0.04 0.10 0.01
C -0.66845 0.68487 0.30067 0.08 -0.03 -0.14
C 0.59454 0.66589 -0.15220 -0.12 -0.04 0.04
C 1.46423 -0.52925 -0.48766 0.11 -0.03 -0.04
C 0.75065 -1.74694 -1.07758 -0.12 -0.01 0.03
C -1.47830 -0.51596 0.61074 0.26 0.03 0.20
O -1.01497 -1.12786 1.67641 0.00 0.12 -0.11
H -1.81598 2.07688 1.49308 0.03 0.00 -0.15
H -2.33415 1.95635 -0.18867 0.13 -0.02 0.10
H -0.83540 2.82962 0.21613 -0.07 -0.12 0.04
H 1.04205 1.63622 -0.37328 -0.08 -0.12 0.04
H 2.04752 -0.83273 0.39221 -0.06 0.05 -0.07
H 2.20871 -0.19039 -1.21596 -0.06 0.00 0.10
H 1.47583 -2.51016 -1.38176 -0.10 0.18 0.01
H 0.07034 -2.21402 -0.36292 0.05 0.01 -0.09
H 0.15608 -1.45354 -1.94855 0.11 -0.08 0.08
H -0.20821 -0.69220 2.03536 -0.12 -0.03 -0.07
```
Positions in Å, forces in eV/Å.

The value obtained for the lowest unoccupied orbital energy is 0.66 eV. Its highest occupied orbital energy is -8.43 eV. As for the largest force on an atom: 0.00653 Eh/bohr. Its energy above the lowest of the compared OMol25 structures with the same formula, charge and spin is 2.7663 eV. As for the charge: 0.

Computed, not measured: C6H10O in the gas phase, with ωB97M-V/def2-TZVPD.

Geometry as XYZ:
```
17
Properties=species:S:1:pos:R:3:forces:R:3
C 1.55197 0.77608 -0.48101 0.08 -0.02 0.01
C 0.19831 0.67146 -1.16133 0.06 0.13 -0.06
C -0.45508 -0.66167 -1.38814 0.00 -0.15 -0.07
C -0.99801 0.26379 -0.32913 -0.12 0.11 0.07
C -0.83855 0.08111 1.17113 0.00 -0.06 -0.07
C -0.27118 -1.20144 1.72671 0.27 -0.29 -0.15
O 0.40126 -2.01100 1.13032 -0.38 0.41 0.35
H 2.07115 -0.18631 -0.43202 -0.10 0.13 -0.04
H 1.45540 1.13951 0.55006 0.11 0.00 -0.18
H 2.19690 1.49002 -0.99850 -0.05 -0.13 -0.02
H 0.00247 1.43274 -1.91409 0.02 -0.13 0.15
H -1.06134 -0.78730 -2.28221 0.10 0.05 0.18
H 0.08022 -1.54822 -1.06951 -0.07 0.19 -0.06
H -1.93267 0.75561 -0.59035 0.16 -0.07 0.05
H -1.78134 0.28303 1.69040 0.04 -0.13 -0.08
H -0.14772 0.84555 1.56359 -0.16 -0.03 0.07
H -0.47178 -1.34296 2.81409 0.03 -0.01 -0.15
```
Positions in Å, forces in eV/Å.

The value obtained for the lowest unoccupied orbital energy is 1.01 eV. Its highest occupied orbital energy is -9.60 eV. As for the SMILES: C[C@H]1C[C@H]1CC=O. As for the largest force on an atom: 0.01281 Eh/bohr. Its energy above the lowest of the compared OMol25 structures with the same formula, charge and spin is 0.9436 eV. As for the charge: 0.

Computed, not measured: C6H10O2 as an isolated structure at a distorted geometry, with ωB97M-V/def2-TZVPD.

Geometry as XYZ:
```
18
Properties=species:S:1:pos:R:3:forces:R:3
O -1.64555 -1.28252 -0.50812 -1.94 1.94 4.69
C -1.90306 0.07117 -0.13906 -2.12 6.73 -2.80
O -2.69250 0.70283 0.66696 2.16 -4.10 -2.65
C -0.74098 0.79399 -0.82784 -1.50 -2.49 0.59
C 0.25072 0.68256 0.41188 1.65 -0.38 -2.99
C 1.03501 -0.70982 0.40173 -1.44 0.67 2.83
C 3.03298 0.52582 -0.34968 -0.31 -3.45 -0.15
C 2.49396 -0.53222 0.46795 1.88 1.03 1.63
H -1.40022 -0.84098 0.51005 1.38 -5.00 -0.01
H -0.64308 0.27783 -1.82750 1.19 -0.11 1.48
H -0.92508 1.74414 -1.17759 -0.64 2.70 0.30
H 1.18842 1.09584 -0.07382 -0.70 1.59 1.22
H -0.27301 1.09887 1.32043 1.17 -0.41 -0.91
H 0.60068 -1.36271 1.16053 0.30 -0.44 0.21
H 0.80497 -1.12208 -0.51148 -0.68 -1.14 -2.34
H 4.08455 0.51442 -0.10504 0.84 0.35 -0.23
H 3.15775 -0.60968 -1.63119 -0.09 1.39 0.70
H 3.09760 -1.14711 1.27492 -1.14 1.14 -1.56
```
Positions in Å, forces in eV/Å.

As for the multiplicity: 2. The value obtained for the lowest unoccupied orbital energy (alpha / beta) is 3.39 / 3.39 eV. Its highest occupied orbital energy (alpha / beta) is -1.60 / -3.23 eV. As for the largest force on an atom: 0.14761 Eh/bohr. Its energy above the lowest of the compared OMol25 structures with the same formula, charge and spin is 7.8269 eV. As for the charge: -1.

Computed, not measured: C6H10O2 in the gas phase at a distorted geometry, with ωB97M-V/def2-TZVPD.

Geometry as XYZ:
```
18
Properties=species:S:1:pos:R:3:forces:R:3
C 0.73232 -0.11472 1.41063 2.19 -3.86 -5.37
C 0.57728 0.54376 -0.01699 -2.12 4.53 3.09
C -0.70833 1.39189 -0.16720 2.35 3.16 -0.48
O -1.85926 0.58669 -0.37817 -0.05 -1.87 0.78
C -1.68014 -0.83924 0.07471 -1.03 2.10 -1.68
O -0.47495 -1.30595 -0.39401 -1.10 -5.72 -0.36
C 0.35664 -0.44176 -1.02813 -3.19 -2.34 -2.61
C 1.67718 -0.00389 -0.78121 4.43 0.49 -2.92
H 0.01450 0.15954 2.04682 -3.03 0.46 2.44
H 0.80909 -1.27388 0.98056 -0.66 2.65 2.81
H 1.67931 0.04501 1.82908 1.42 0.85 0.53
H -0.45111 1.93283 -1.09903 -0.86 -0.14 -0.06
H -0.82708 2.29904 0.55854 -0.27 -2.06 -0.50
H -1.85848 -0.86310 1.11623 1.02 0.21 1.69
H -2.50347 -1.52695 -0.23604 0.41 1.02 -0.94
H 0.00834 -0.39398 -2.10195 0.34 1.31 1.26
H 2.26235 0.31961 -1.75299 -1.32 -0.22 2.22
H 2.24581 -0.51490 -0.06085 1.45 -0.56 0.11
```
Positions in Å, forces in eV/Å.

The value obtained for the lowest unoccupied orbital energy is 0.94 eV. Its highest occupied orbital energy is -8.56 eV. As for the SMILES: C[C@]12COCO[C@@H]1C2. As for the largest force on an atom: 0.13560 Eh/bohr. Its energy above the lowest of the compared OMol25 structures with the same formula, charge and spin is 6.6306 eV. As for the charge: 0.